This record from the Open Molecules 2025 dataset describes 2 unconnected molecules or ions with the total composition C5H13NO. The level of theory is wB97M-V/def2-TZVPD.

Each line ends with the natural charge from an NBO analysis.
Atoms and positions in Å:
C: -2.4233 -1.7329 -0.6319  -0.573
C: -2.2279 -0.9818 -2.1041  -0.601
H: -2.1238 -1.0379 -0.0332  0.195
H: -3.4696 -1.9361 -0.3910  0.188
H: -1.8966 -2.5736 -0.7214  0.197
H: -3.0889 -0.4468 -2.4435  0.196
H: -2.0356 -1.8394 -2.8144  0.190
H: -1.3583 -0.4132 -2.0759  0.209
C: 1.2824 0.5512 1.6851  -0.505
C: 0.5475 1.9466 1.5144  -0.621
C: 1.6587 0.1538 0.2976  0.689
O: 0.8624 -0.4119 -0.3637  -0.568
N: 3.0563 0.2227 -0.0365  -0.879
H: 2.2131 0.7491 2.2965  0.209
H: 0.7259 -0.1927 2.3522  0.249
H: 1.3677 2.7291 1.3974  0.197
H: -0.1465 2.3886 2.1924  0.224
H: 3.4304 -0.3012 -0.8097  0.395
H: 3.6336 1.0572 0.1374  0.390
H: -0.0074 2.0692 0.5521  0.218

Cartesian forces, eV/Å:
C -4.0 1.2 -5.7
C -1.2 -4.1 1.0
H 2.3 3.5 4.3
H 0.0 -0.1 -0.4
H 2.2 -3.2 0.4
H -0.4 0.5 -0.1
H -0.3 1.1 0.4
H 1.4 1.2 0.1
C 0.1 2.2 2.6
C 1.5 1.1 -1.9
C 2.8 -1.1 1.2
O -1.3 -1.0 -2.1
N -0.4 1.0 0.5
H -0.9 -0.1 -0.7
H 0.4 0.7 -1.8
H -0.9 -0.8 0.3
H -0.3 -0.5 1.3
H -0.7 0.0 -0.4
H -0.8 -0.7 0.4
H 0.4 -0.8 0.5

Properties
- ΔE to the lowest compared entry with this formula, charge and spin: 45.96 kcal per mole
- E_tot: -8932.0177 eV
- Molar mass: 103.16 g mol⁻¹
- Charge: 0
- SMILES string: CCC(N)=O.CC
- Multiplicity: 1
- Frontier orbital gap: 0.3958 Eh